{"formula": "C3H3Cl3O", "method": "ωB97M-V/def2-TZVPD", "species": ["C", "C", "C", "O", "Cl", "Cl", "Cl", "H", "H", "H"], "xyz": [[-0.89397, 0.68335, -0.44513], [-1.23503, -0.50392, 0.09826], [2.70554, 0.92018, 0.05930], [-1.43329, -0.60263, 1.45146], [-1.53908, -1.95904, -0.76259], [2.43907, -0.66497, 0.55378], [2.11256, 1.23880, -1.48178], [-0.82144, 0.80490, -1.60350], [-0.53974, 1.34253, 0.29022], [-0.79461, -1.25919, 1.83999]], "mulliken_charge": [-0.80, 0.43, 0.02, -0.45, -0.18, -0.01, 0.00, 0.24, 0.41, 0.34], "e_above_lowest_kj_mol": 346.6, "total_energy_ha": -1571.78287, "homo_ev": -9.437}